Entry 1:
An isolated molecule of C4H9NOS2, computed with the ωB97M-V functional and the def2-TZVPD basis.

Cartesian coordinates (Å):
S: -2.994 -1.522 0.375
S: -0.490 -1.411 -1.068
O: 1.387 -0.517 1.403
N: -1.715 1.690 -0.615
C: 1.941 -0.876 0.168
C: -1.482 0.753 0.508
C: -1.677 -0.678 0.035
C: 1.031 -0.408 -0.924
H: 0.893 0.674 -0.870
H: 2.895 -0.323 0.002
H: 1.819 -1.026 2.098
H: -1.626 2.672 -0.255
H: -2.215 1.063 1.305
H: -1.048 1.580 -1.367
H: 1.582 -0.580 -1.856
H: -0.467 0.857 0.946
H: 2.168 -1.947 0.115

Calculated values
2S+1 ... 1
SMILES ... NCC(=S)SCCO
Highest occupied orbital energy ... -8.39 eV
Relative energy (zero: lowest compared OMol25 entry of this formula, charge and spin) ... 140.7 kJ/mol

=====

Entry 2:
A cluster of 2 separate species, C7H10N2O in total, computed with the ωB97M-V functional and the def2-TZVPD basis.

Cartesian coordinates (Å):
O: -1.524 -1.268 -0.354
N: 1.030 0.007 0.540
N: -0.744 -0.192 -0.886
C: 2.932 -0.366 -0.384
C: 1.864 -1.189 0.446
C: -2.544 -1.025 0.478
C: -3.082 0.236 0.674
C: -2.380 1.283 0.014
C: 1.983 0.812 -0.128
C: -1.256 1.049 -0.671
H: -3.966 0.348 1.369
H: 1.891 -1.747 1.400
H: 2.667 1.625 0.356
H: 1.290 -1.943 -0.212
H: -0.880 1.846 -1.287
H: -3.049 -2.010 0.699
H: 3.183 -0.683 -1.404
H: 3.950 -0.397 0.251
H: 1.480 1.348 -0.911
H: -2.846 2.266 0.011

Calculated values
2S+1 ... 1
Highest occupied orbital energy (alpha / beta) ... -6.99 / -8.06 eV
Relative energy (zero: lowest compared OMol25 entry of this formula, charge and spin) ... 772.3 kJ/mol

=====

Entry 3:
An isolated molecule of C6H8N2O, computed with the ωB97M-V functional and the def2-TZVPD basis.

Cartesian coordinates (Å):
O: 1.862 -1.536 0.094
N: 0.164 1.404 -0.123
N: -0.325 -0.812 -0.155
C: -0.962 -2.084 0.003
C: 2.554 1.313 0.065
C: 1.329 0.747 -0.008
C: 0.958 -0.686 0.010
C: -0.968 0.712 -0.141
C: -2.288 0.886 0.128
H: -2.829 0.022 0.092
H: -1.571 -2.136 0.827
H: -0.013 -2.687 0.131
H: 3.251 0.517 0.045
H: -2.603 1.892 0.096
H: -1.463 -2.426 -0.926
H: 2.632 2.433 0.065
H: 0.272 2.442 -0.204

Calculated values
2S+1 ... 3
Highest occupied orbital energy (alpha / beta) ... -5.20 / -8.74 eV
⟨S²⟩ ... 2.026
Relative energy (zero: lowest compared OMol25 entry of this formula, charge and spin) ... 50.4 kJ/mol

=====

Entry 4:
An isolated molecule of C4H7NO2, computed with the ωB97M-V functional and the def2-TZVPD basis.

Cartesian coordinates (Å):
O: -0.798 -0.256 -1.643
O: -2.632 0.427 0.233
N: 1.584 0.142 -1.320
C: -0.137 0.086 0.524
C: 0.557 -0.518 -0.855
C: -1.359 0.231 0.217
C: 0.734 0.387 1.684
H: 0.583 -1.608 -0.707
H: -2.866 1.190 -0.323
H: 0.256 1.021 2.429
H: 2.393 -0.462 -1.428
H: 1.625 0.881 1.286
H: 1.053 -0.543 2.165
H: -0.993 -0.978 -2.262

Calculated values
2S+1 ... 1
Highest occupied orbital energy ... -7.59 eV
Relative energy (zero: lowest compared OMol25 entry of this formula, charge and spin) ... 573.7 kJ/mol

=====

Entry 5:
A cluster of 5 separate species, C29H67N2 in total, computed with the ωB97M-V functional and the def2-TZVPD basis.

Cartesian coordinates (Å):
N: 5.286 -0.541 0.459
N: 2.234 1.363 1.777
C: -9.364 -7.960 3.095
C: -8.384 -4.973 1.073
C: 5.542 0.131 1.516
C: -9.666 -7.756 1.613
C: -1.150 -2.045 0.030
C: 1.276 0.275 1.799
C: 2.823 1.785 3.059
C: -8.914 -4.637 -0.317
C: 4.325 1.552 3.138
C: 2.751 5.371 0.183
C: 7.269 2.124 -2.446
C: 1.533 4.611 -0.333
C: 6.368 3.554 0.181
C: 8.765 2.429 -2.462
C: 6.608 4.254 -1.155
C: 4.705 0.117 2.748
C: 0.185 4.757 -3.829
C: -4.768 -2.909 0.428
C: -7.606 -6.287 1.129
C: 2.427 4.235 -2.725
C: 6.363 3.354 -2.365
C: 1.541 5.293 -3.381
C: -8.418 -7.530 0.762
C: -3.800 -2.635 1.578
C: -3.087 -1.283 1.509
C: -2.284 -1.045 0.232
C: 9.206 3.263 -3.662
C: 1.862 3.617 -1.445
C: -5.920 -1.911 0.349
H: -2.948 -1.060 -0.639
H: 0.760 5.314 -0.661
H: -1.523 -3.067 -0.071
H: 7.627 4.655 -1.187
H: 7.042 2.710 0.328
H: -10.280 -8.146 3.657
H: -8.701 -8.815 3.242
H: 8.721 4.241 -3.671
H: -8.096 -4.574 -1.038
H: 3.504 4.673 0.556
H: 5.349 3.171 0.252
H: -7.184 -6.407 2.130
H: 10.284 3.432 -3.646
H: -7.722 -4.167 1.402
H: 8.959 2.757 -4.598
H: -0.399 4.386 -2.985
H: -0.403 5.537 -4.317
H: 1.868 2.149 1.270
H: -9.213 -4.995 1.787
H: 1.627 -0.544 1.158
H: -4.228 -2.919 -0.523
H: 0.962 3.041 -1.682
H: 2.068 5.697 -4.250
H: 1.394 6.133 -2.696
H: 2.587 2.890 -1.064
H: 9.312 1.482 -2.468
H: 4.624 1.717 4.181
H: 1.182 -0.148 2.799
H: 2.262 1.286 3.877
H: 7.012 1.561 -3.349
H: 5.978 -0.327 -0.257
H: -8.711 -7.478 -0.290
H: -3.058 -3.437 1.614
H: 6.396 0.813 1.556
H: -6.750 -6.220 0.449
H: -5.566 -0.895 0.173
H: -9.431 -3.677 -0.315
H: 5.298 -0.349 3.551
H: -7.767 -8.406 0.848
H: -10.358 -6.918 1.493
H: -1.862 -0.038 0.275
H: 3.407 4.673 -2.513
H: 7.051 1.460 -1.606
H: -8.884 -7.084 3.533
H: 2.609 3.428 -3.443
H: 9.052 2.938 -1.538
H: 3.858 -0.553 2.554
H: -6.496 -1.912 1.278
H: 2.657 2.860 3.197
H: 5.324 3.010 -2.345
H: 3.209 5.982 -0.599
H: 0.308 3.936 -4.539
H: 6.520 4.240 1.015
H: -2.413 -1.204 2.368
H: -0.584 -1.810 -0.872
H: -6.598 -2.169 -0.466
H: -10.189 -8.638 1.233
H: -0.457 -2.017 0.872
H: 6.467 3.947 -3.280
H: 1.100 4.053 0.501
H: 5.940 5.118 -1.229
H: -4.350 -2.691 2.523
H: -5.179 -3.916 0.554
H: -3.818 -0.478 1.627
H: 2.478 6.037 1.002
H: -9.620 -5.390 -0.674
H: 0.287 0.553 1.420

Calculated values
2S+1 ... 1
Net charge ... -1
Highest occupied orbital energy ... -1.26 eV

=====

Entry 6:
A cluster of 2 separate species, C6H12N2O in total, computed with the ωB97M-V functional and the def2-TZVPD basis.

Cartesian coordinates (Å):
O: 3.440 -1.562 -0.574
N: -1.939 0.874 0.853
N: -1.645 2.762 -0.232
C: -0.835 -1.732 0.326
C: -0.974 1.788 -0.987
C: -0.466 -0.623 -0.745
C: -2.330 2.136 0.837
C: -1.199 0.597 -0.263
C: 2.798 -1.157 0.749
H: 3.322 -0.198 0.972
H: 1.667 -1.195 0.392
H: -2.970 2.645 1.578
H: -0.842 -2.671 -0.266
H: 3.353 -0.903 -1.197
H: -0.338 1.854 -1.879
H: -1.967 -1.614 0.578
H: 2.997 -1.872 1.510
H: -1.586 3.734 -0.480
H: 0.664 -0.384 -0.694
H: -0.196 -1.792 1.209
H: -0.954 -0.688 -1.687

Calculated values
2S+1 ... 1
SMILES ... CCc1c[nH]cn1.CO
Highest occupied orbital energy ... -8.39 eV
Relative energy (zero: lowest compared OMol25 entry of this formula, charge and spin) ... 277.7 kJ/mol

=====

Taking the records one at a time from the top gives electronic energy values of -1084.1427 -457.2147 -417.9890 -361.6624 -1254.5711 -420.4781 Ha.